(1)
{
  "formula": "C37H28F5N5O7S6Sc",
  "method": "ωB97M-V with the def2-TZVPD basis set",
  "total_energy_ha": -5876.6402,
  "relative_energy_ev": 0.000,
  "spin_multiplicity": 1,
  "total_charge": -1,
  "largest_force_ha_per_bohr": 0.03127,
  "species": ["Sc", "C", "O", "C", "C", "C", "C", "C", "C", "N", "C", "N", "C", "C", "C", "C", "C", "C", "O", "C", "N", "C", "C", "C", "C", "C", "C", "O", "C", "H", "H", "H", "H", "H", "H", "H", "H", "H", "H", "H", "H", "H", "H", "H", "H", "H", "H", "H", "H", "H", "H", "O", "C", "O", "C", "C", "N", "N", "C", "C", "O", "O", "H", "H", "H", "C", "S", "C", "C", "S", "S", "C", "S", "S", "H", "H", "H", "F", "C", "C", "F", "C", "F", "C", "S", "C", "F", "C", "F"],
  "xyz": [[0.57666, -1.61489, 0.33325], [-2.33412, 5.85165, -1.69524], [-2.23795, 4.48169, -1.40158], [-3.30236, 3.68052, -1.73673], [-4.50480, 4.13327, -2.24659], [-5.50679, 3.23199, -2.57963], [-5.30386, 1.87645, -2.41428], [-4.10864, 1.41111, -1.89095], [-3.09989, 2.30012, -1.54058], [-1.84855, 1.89927, -1.08300], [-1.48576, 0.70191, -0.49480], [-2.44030, 0.13693, 0.25015], [-2.51380, -1.07512, 0.95349], [-1.48113, -2.01923, 1.04535], [-1.81901, -3.19246, 1.73991], [-3.07043, -3.40973, 2.29884], [-4.04819, -2.43310, 2.23341], [-3.76525, -1.25901, 1.57201], [-4.69519, -0.21598, 1.50438], [-4.61399, 0.66735, 2.61172], [-0.27152, 0.23305, -0.58491], [0.61784, 0.73125, -1.54867], [0.29011, 0.92772, -2.88989], [1.24944, 1.35298, -3.79393], [2.52985, 1.63182, -3.35934], [2.88290, 1.42897, -2.03264], [1.95171, 0.93459, -1.13564], [2.20785, 0.55716, 0.16452], [3.41658, 1.03479, 0.73043], [-1.37107, 6.28552, -1.43134], [-3.12036, 6.33207, -1.10349], [-2.52235, 6.01178, -2.76191], [-4.67235, 5.18680, -2.39992], [-6.43814, 3.60199, -2.97947], [-6.06818, 1.17298, -2.70799], [-3.94667, 0.34928, -1.78496], [-1.10809, 2.56571, -1.25024], [-3.31265, 0.65496, 0.33726], [-1.08195, -3.97986, 1.86086], [-3.28239, -4.33824, 2.80823], [-5.01664, -2.57404, 2.68927], [-5.25835, 0.31997, 3.42430], [-4.95496, 1.64606, 2.27288], [-3.58863, 0.75333, 2.98514], [-0.70813, 0.69277, -3.22718], [0.99568, 1.45340, -4.83725], [3.27725, 1.98318, -4.05057], [3.89273, 1.63635, -1.72146], [3.46306, 0.63782, 1.74253], [3.41274, 2.12920, 0.75775], [4.29614, 0.67942, 0.18743], [2.11232, -1.71582, -5.34685], [3.23734, -1.53149, -4.68692], [4.26981, -1.22065, -5.23792], [3.19293, -1.70697, -3.21404], [4.28535, -1.60853, -2.35995], [3.83375, -1.77971, -1.11571], [2.51802, -1.97096, -1.08605], [2.09943, -1.94674, -2.35010], [0.63045, -2.20052, -2.56030], [0.17981, -2.23972, -3.71150], [-0.00968, -2.36857, -1.49085], [1.31287, -1.94672, -4.75849], [5.31759, -1.42520, -2.58517], [4.32206, -1.82960, -0.21396], [-0.77389, 3.67897, 1.97254], [-0.90490, 1.98945, 2.65138], [0.70721, 1.79338, 3.32977], [1.31008, 0.58388, 3.45282], [0.70407, -0.92496, 2.96380], [2.87307, 0.62986, 4.30901], [2.92091, 2.33952, 4.62224], [4.15802, 3.12121, 5.35546], [1.51467, 3.18134, 4.04599], [-1.76105, 3.94254, 1.60615], [-0.05090, 3.69725, 1.16348], [-0.47127, 4.35900, 2.76361], [2.40544, -7.66153, 3.08640], [2.69894, -6.37105, 2.83602], [1.85089, -5.59330, 2.05498], [0.71429, -6.11385, 1.56117], [2.19205, -4.28386, 1.79158], [1.32917, -3.53064, 1.00363], [3.36264, -3.66460, 2.26957], [3.73590, -2.06401, 1.88679], [4.18252, -4.48266, 3.08429], [5.31928, -3.98267, 3.59433], [3.85980, -5.79423, 3.35908], [4.66287, -6.54330, 4.13479]],
  "lowdin_charge": [0.9380, -0.0833, -0.0990, -0.2085, -0.0288, -0.0944, -0.0856, -0.0137, -0.1605, 0.1550, -0.3466, 0.1517, -0.1875, -0.1808, -0.1224, -0.0900, -0.0246, -0.2373, -0.1386, -0.0769, 0.0795, -0.2149, -0.0164, -0.0724, -0.0737, -0.0167, -0.2252, -0.1568, -0.0863, 0.0954, 0.0965, 0.0985, 0.1014, 0.0996, 0.1043, 0.1235, 0.1466, 0.1274, 0.0812, 0.0970, 0.1132, 0.0894, 0.0886, 0.0669, 0.1280, 0.1103, 0.1099, 0.1109, 0.0139, 0.1143, 0.0868, 0.1085, -0.5258, 0.0774, -0.0529, 0.0106, 0.0175, 0.0322, -0.1255, -0.5501, 0.0611, -0.0590, 0.0669, 0.1379, 0.0334, -0.3989, 0.8449, -0.9735, -1.1416, 0.5686, 0.8860, -1.5122, 0.4914, 0.8870, 0.0239, 0.0357, -0.0017, 0.0949, -0.1397, -0.1449, 0.1065, -0.1765, -0.0531, -0.5796, 0.6651, -0.2334, 0.0727, -0.1426, 0.1022]
}



(2)
{
  "formula": "C20H14GaI2N4O7S4Sb",
  "method": "ωB97M-V with the def2-TZVPD basis set",
  "total_energy_ha": -5869.5767,
  "spin_multiplicity": 1,
  "total_charge": -2,
  "largest_force_ha_per_bohr": 0.00786,
  "species": ["Ga", "I", "C", "C", "C", "I", "C", "O", "C", "C", "N", "C", "C", "C", "C", "C", "C", "N", "C", "H", "H", "H", "H", "H", "H", "H", "H", "H", "H", "H", "S", "Sb", "S", "S", "S", "O", "C", "O", "C", "C", "C", "C", "C", "C", "N", "O", "O", "N", "O", "O", "H", "H", "H"],
  "xyz": [[-0.80263, -0.54761, -0.88825], [-5.49210, 1.88369, 4.83738], [-4.46508, 1.42378, 3.07336], [-4.57188, 2.26668, 1.97501], [-3.87449, 1.95157, 0.82428], [-3.99718, 3.22771, -0.82186], [-3.05157, 0.79856, 0.69928], [-2.40947, 0.56342, -0.38747], [-2.97775, -0.03299, 1.85248], [-2.15272, -1.29115, 1.80640], [-0.80029, -1.03751, 1.29532], [-0.02999, -0.09149, 2.10823], [-0.05501, 1.30163, 1.53455], [-0.15917, 2.43934, 2.32048], [-0.12844, 3.68010, 1.70584], [0.01132, 3.74610, 0.32881], [0.09573, 2.56247, -0.38327], [0.05826, 1.36786, 0.20716], [-3.67452, 0.28613, 3.00850], [-5.17928, 3.16013, 2.01509], [-2.61234, -2.03095, 1.14928], [-2.10865, -1.71926, 2.81313], [-0.25597, -1.89548, 1.22061], [1.00092, -0.44995, 2.09645], [-0.37912, -0.07227, 3.14471], [-0.28666, 2.34189, 3.39106], [-0.22926, 4.58483, 2.29381], [0.02936, 4.69284, -0.19465], [0.17989, 2.55193, -1.46358], [-3.58348, -0.36395, 3.87206], [-1.31727, -3.16457, -3.17802], [0.20388, -1.53265, -4.25220], [-2.15284, -2.34219, -1.45243], [-0.34199, 0.38362, -2.96530], [2.26002, -2.46127, -3.33479], [2.07381, -1.99087, 1.07379], [2.01650, -1.65144, -0.11734], [0.93424, -1.37832, -0.74970], [3.23989, -1.46208, -0.95444], [4.45752, -1.70787, -0.44562], [5.64142, -1.46054, -1.21936], [5.54010, -0.84792, -2.46389], [4.30956, -0.57270, -2.99135], [3.02594, -1.02082, -2.38191], [4.23681, 0.12542, -4.22685], [3.11561, 0.36964, -4.66758], [5.26834, 0.49448, -4.80281], [6.91664, -1.73592, -0.68268], [7.93180, -1.47412, -1.34216], [6.99076, -2.24263, 0.44348], [4.55160, -2.06711, 0.56921], [6.43184, -0.56633, -3.00239], [2.26940, -0.24288, -2.42874]],
  "nbo_charge": [1.5041, 0.0690, -0.2079, -0.2717, -0.2338, 0.1219, 0.4298, -0.8165, -0.1293, -0.2341, -0.6686, -0.2855, 0.2468, -0.2546, -0.1552, -0.2671, 0.0899, -0.4668, -0.2227, 0.2250, 0.2407, 0.1775, 0.4441, 0.2858, 0.1851, 0.2152, 0.2077, 0.2172, 0.2306, 0.2106, -0.4009, 0.9252, -0.4962, -0.7966, -0.2929, -0.7318, 0.8129, -0.8785, -0.1797, -0.1448, -0.0793, -0.1094, -0.0657, -0.3264, 0.5142, -0.4506, -0.4813, 0.5023, -0.4920, -0.4843, 0.2491, 0.2574, 0.2623]
}